1.
The following is a DFT calculation (ωB97M-V/def2-TZVPD) of the molecule CH2INO.

## Properties
Energy relative to the best compared isomer or geometry (same formula, charge and spin) in kJ/mol: 502.8
Highest occupied orbital energy in eV: -8.526

```
! RIJCOSX wB97M-V def2-TZVPD def2/J DEFGRID3
* xyz 0 1
C -0.19733 -0.71573 -0.32575
N 0.07905 1.32143 -0.10710
O -0.42570 1.75386 0.85836
I 1.86452 -0.35705 0.38540
H -0.50064 -1.07956 -1.29502
H -0.81990 -0.92296 0.48412
*
```

Mulliken atomic charge list, values in e, 5 entries: number 1, C, carries -0.658; number 2, N, carries 0.083; number 3, O, carries -0.191; number 4, I, carries 0.070; number 5, H, carries 0.356



2.
The following is a DFT calculation (ωB97M-V/def2-TZVPD) of a 2-piece molecular cluster, CH2INO overall.

## Properties
Energy relative to the best compared isomer or geometry (same formula, charge and spin) in kJ/mol: 158.0
Highest occupied orbital energy (spin up / spin down) in eV: -6.803 / -9.458

```
! RIJCOSX wB97M-V def2-TZVPD def2/J DEFGRID3
* xyz 0 3
C 0.97734 -0.09348 -1.17926
N 0.60532 0.80272 -0.55749
O 0.95257 -1.90775 0.61540
I 2.85862 -1.37238 0.62535
H 0.71286 -1.57554 -0.23317
H 0.32760 1.63635 0.03512
*
```

Mulliken atomic charge list, values in e, 5 entries: number 1, C, carries -0.366; number 2, N, carries -0.113; number 3, O, carries -0.572; number 4, I, carries 0.186; number 5, H, carries 0.519



3.
The following is a DFT calculation (ωB97M-V/def2-TZVPD) of the molecule CH2INO3S.

## Properties
Highest occupied orbital energy (spin up / spin down) in eV: -6.946 / -11.049

```
! RIJCOSX wB97M-V def2-TZVPD def2/J DEFGRID3
* xyz 0 3
C -0.87591 -0.63731 0.23965
N -2.09573 -0.78643 0.47813
O -0.20172 0.46885 0.74442
O 1.62894 2.03570 0.81686
O 0.50183 1.43278 -1.38067
S 1.01901 1.11941 -0.10235
I 2.47243 -0.63346 -0.49970
H -0.07326 -1.26547 -0.42945
H -2.37558 -1.73407 0.13311
*
```

Mulliken atomic charge list, values in e, 5 entries: number 1, C, carries 0.391; number 2, N, carries -0.524; number 3, O, carries -0.276; number 4, O, carries -0.556; number 5, O, carries -0.488



4.
The following is a DFT calculation (ωB97M-V/def2-TZVPD) of the molecule CH2IO2P.

## Properties
Energy relative to the best compared isomer or geometry (same formula, charge and spin) in kJ/mol: 0.0
Highest occupied orbital energy in eV: -9.559

```
! RIJCOSX wB97M-V def2-TZVPD def2/J DEFGRID3
* xyz 0 1
C 0.21407 0.26813 -0.32517
O 1.45721 0.04020 -0.94562
O -0.16584 1.48450 -0.89608
P 1.41256 1.45487 -1.81593
I 2.81508 2.96279 -0.52819
H -0.48631 -0.53879 -0.55534
H 0.31867 0.34935 0.76194
*
```

Mulliken atomic charge list, values in e, 5 entries: number 1, C, carries 0.034; number 2, O, carries -0.294; number 3, O, carries -0.401; number 4, P, carries 0.307; number 5, I, carries -0.059



5.
The following is a DFT calculation (ωB97M-V/def2-TZVPD) of an isolated ion of composition CH2IO3S and charge -1.

## Properties
Energy relative to the best compared isomer or geometry (same formula, charge and spin) in kJ/mol: 82.8
Highest occupied orbital energy in eV: -4.690

```
! RIJCOSX wB97M-V def2-TZVPD def2/J DEFGRID3
* xyz -1 1
C 0.99138 0.04884 0.07532
O -2.48002 -1.02327 0.63554
O -1.44842 1.10158 0.07553
O 0.04213 -0.99991 -0.07275
S -1.68317 -0.26789 -0.32069
I 2.45702 0.08611 -1.49163
H 0.41508 1.09973 0.09718
H 1.70599 -0.04520 1.00150
*
```

Mulliken atomic charge list, values in e, 5 entries: number 1, C, carries -0.340; number 2, O, carries -0.543; number 3, O, carries -0.605; number 4, O, carries -0.438; number 5, S, carries 0.565



6.
The following is a DFT calculation (ωB97M-V/def2-TZVPD) of CH2InO4 as an isolated structure.

## Properties
Energy relative to the best compared isomer or geometry (same formula, charge and spin) in kJ/mol: 143.1
Highest occupied orbital energy (spin up / spin down) in eV: -17.002 / -14.720

```
! RIJCOSX wB97M-V def2-TZVPD def2/J DEFGRID3
* xyz 1 1
O -0.05900 -1.44367 0.76313
C 0.91613 -0.60313 1.05410
O 0.41647 0.33418 1.79639
O 1.73452 -0.27163 0.12297
In -1.41784 -0.15276 0.45902
H 0.42489 0.57315 -1.14803
O -0.77207 0.71303 -1.11099
H -1.24310 0.85084 -1.93659
*
```

Mulliken atomic charge list, values in e, 5 entries: number 1, O, carries -0.460; number 2, C, carries 0.880; number 3, O, carries -0.415; number 4, O, carries -0.430; number 5, In, carries 1.040



7.
The following is a DFT calculation (ωB97M-V/def2-TZVPD) of a 2-piece molecular cluster, CH2N2 overall.

## Properties
Energy relative to the best compared isomer or geometry (same formula, charge and spin) in kJ/mol: 338.5
Highest occupied orbital energy in eV: -12.236

```
! RIJCOSX wB97M-V def2-TZVPD def2/J DEFGRID3
* xyz 0 1
C -2.15884 0.23404 0.05165
N -3.23874 -0.11373 -0.03537
N -0.08051 0.51590 -0.01093
H 0.13884 -0.15372 0.72854
H 0.06356 -0.15049 -0.77980
*
```

In elementary charge units, the Mulliken charges are: number 1, C, carries 0.098; number 2, N, carries -0.254; number 3, N, carries -0.392; number 4, H, carries 0.274; number 5, H, carries 0.274



8.
The following is a DFT calculation (ωB97M-V/def2-TZVPD) of CH2N2O as an isolated structure.

## Properties
Energy relative to the best compared isomer or geometry (same formula, charge and spin) in kJ/mol: 405.7
Highest occupied orbital energy in eV: -9.564

```
! RIJCOSX wB97M-V def2-TZVPD def2/J DEFGRID3
* xyz 0 1
C -0.89092 -0.12216 0.17730
N -0.21066 0.98196 0.02180
N 0.93892 0.25155 0.03703
O 0.20935 -1.00891 0.01429
H -1.90141 -0.46250 0.32257
H 1.85472 0.36006 -0.57299
*
```

Mulliken atomic charge list, values in e, 5 entries: number 1, C, carries 0.167; number 2, N, carries -0.493; number 3, N, carries 0.000; number 4, O, carries -0.289; number 5, H, carries 0.338



9.
The following is a DFT calculation (ωB97M-V/def2-TZVPD) of a 2-piece molecular cluster, CH2N2O overall.

## Properties
Energy relative to the best compared isomer or geometry (same formula, charge and spin) in kJ/mol: 18.8
Highest occupied orbital energy in eV: -10.152

```
! RIJCOSX wB97M-V def2-TZVPD def2/J DEFGRID3
* xyz 0 1
C -0.51286 0.95428 -0.24526
O 0.20210 1.87479 -0.55599
H -1.46220 0.85088 -0.73620
H -0.35719 0.29539 0.59444
N 1.00752 -1.44550 0.36818
N 1.12263 -2.52984 0.57484
*
```

Mulliken atomic charge list, values in e, 5 entries: number 1, C, carries -0.036; number 2, O, carries -0.404; number 3, H, carries 0.242; number 4, H, carries 0.232; number 5, N, carries 0.189



10.
The following is a DFT calculation (ωB97M-V/def2-TZVPD) of a 2-piece molecular cluster, CH2N2O overall.

## Properties
Energy relative to the best compared isomer or geometry (same formula, charge and spin) in kJ/mol: 860.9
Highest occupied orbital energy (spin up / spin down) in eV: -10.567 / -9.046

```
! RIJCOSX wB97M-V def2-TZVPD def2/J DEFGRID3
* xyz 0 1
C 0.08980 -0.36233 -0.15853
N 1.05753 0.55060 0.31578
N -0.04546 1.03517 -0.06967
O -0.60191 2.06329 -0.29440
H 0.15361 -1.11652 -1.03927
H -0.65356 -2.17021 1.24608
*
```

Mulliken atomic charge list, values in e, 5 entries: number 1, C, carries 0.009; number 2, N, carries -0.393; number 3, N, carries 0.664; number 4, O, carries -0.578; number 5, H, carries 0.276



no.,energy (eV)
1,-12702.876
2,-12702.252
3,-27632.166
4,-22553.929
5,-26148.857
6,-14420.463
7,-4045.506
8,-6092.807
9,-6096.817
10,-6088.089